Below is a gas-phase ion, C7H13N2O2 (charge +1), with properties calculated with wB97M-V/def2-TZVPD.

Structure (XYZ):
```
24
Properties=species:S:1:pos:R:3:forces:R:3
O -2.86312 -0.18649 -0.20645 -2.0 -0.8 -0.1
O -1.74051 -2.13633 -0.40535 -0.7 1.3 0.7
N -1.66334 -0.96001 -0.16531 -0.2 -0.2 -0.8
N -2.50714 1.07551 -0.01289 -1.9 2.6 -0.1
C 1.01165 -1.20416 1.41669 1.7 -3.6 -0.6
C -0.56921 2.54216 0.24722 0.5 2.1 1.8
C -0.69360 -0.09708 0.02711 3.7 -0.6 -0.1
C 1.63666 0.45984 -0.59582 0.4 2.1 3.1
C -1.20637 1.22039 0.13601 -0.5 -0.8 -0.3
C 0.88399 -0.72222 -0.01492 -3.7 1.4 0.3
C 0.84936 -1.90493 -0.96083 -0.6 -2.5 -0.3
H 1.55423 -2.24296 1.44938 -0.8 1.7 -0.4
H 1.06802 0.93619 -1.37848 0.2 -0.2 -0.6
H 1.89802 1.34374 0.19050 -0.7 -2.2 -1.6
H 0.04128 -1.46405 1.79573 -0.3 0.1 0.5
H -0.00479 2.71743 1.22892 -0.6 -0.9 -1.3
H 1.60718 -0.67956 2.09487 0.5 1.6 1.0
H 0.33059 -1.64914 -1.93703 0.5 -0.5 1.1
H -1.27734 3.42948 0.29662 0.4 -1.4 -0.6
H 2.57054 0.10529 -0.90297 1.5 -0.3 -0.9
H 0.34477 -2.88032 -0.41509 1.3 2.6 -1.7
H -3.32462 1.82849 -0.11251 2.4 -2.3 0.3
H 1.88488 -2.21858 -1.22876 -0.6 0.4 0.3
H 0.16889 2.68733 -0.54661 -0.3 0.0 0.1
```
Forces are in eV/Å.

Output
- ΔE to the lowest compared entry with this formula, charge and spin (kJ/mol) = 640.39
- LUMO level (eV) = -4.92
- DFT total energy (hartree) = -534.03947
- total charge = +1
- SMILES string = Cc1[nH]o[n+](=O)c1C(C)(C)C
- molar mass (Da) = 157.19
- gap between HOMO and LUMO (Eh) = 0.34589
- multiplicity = 1

Mulliken population analysis, charges in e, atoms 1 to 8: atom 1 (O): -0.27, atom 2 (O): -0.60, atom 3 (N): 0.90, atom 4 (N): 0.06, atom 5 (C): -1.54, atom 6 (C): -1.28, atom 7 (C): -0.59, atom 8 (C): -1.64


Below is 2 unconnected molecules or ions with the total composition C6H10Cl2O, with properties calculated with wB97M-V/def2-TZVPD.

Structure (XYZ):
```
19
Properties=species:S:1:pos:R:3:forces:R:3
Cl 1.46720 1.13753 2.79208 -0.2 0.2 0.2
Cl 1.50649 -1.72372 2.52247 -0.5 0.1 -0.4
O -1.52464 -1.42201 2.54574 -1.1 0.3 1.4
C 1.46515 0.33208 -1.45947 -0.9 -0.3 0.5
C 0.15356 0.09095 -0.73096 -1.1 -1.5 -1.3
C -0.77627 -0.36998 2.98839 -1.8 0.0 -2.1
C -0.34155 -1.19713 -0.63840 -0.5 2.2 0.5
C 0.51699 -0.29512 2.67613 0.8 0.3 1.3
C -0.53833 1.42221 -0.31808 0.1 -2.5 2.2
H 0.08819 -2.17739 -0.77668 1.2 0.4 -0.7
H -0.68861 2.14348 -1.08138 -0.1 0.4 -1.0
H -1.36391 -1.42504 -0.35835 -0.3 0.8 0.5
H -1.49528 1.22271 0.25425 1.0 0.3 -0.7
H 1.96403 -0.61421 -1.52643 0.5 -0.4 -0.4
H -1.03829 -2.12885 2.15298 1.0 -0.6 -0.4
H 2.06373 0.99031 -0.86947 0.7 0.6 0.3
H -1.55443 0.40638 3.22140 1.8 -0.2 0.1
H 1.31395 0.78232 -2.45290 -0.1 -0.2 0.3
H 0.21457 1.82414 0.39247 -0.7 0.2 -0.2
```
Forces are in eV/Å.

Output
- ΔE to the lowest compared entry with this formula, charge and spin (kJ/mol) = 213.96
- LUMO level (eV) = 0.60
- DFT total energy (hartree) = -1230.15483
- total charge = 0
- SMILES string = OC=C(Cl)Cl.C=C(C)C
- molar mass (Da) = 169.05
- gap between HOMO and LUMO (Eh) = 0.34981
- multiplicity = 1

Mulliken population analysis, charges in e, atoms 1 to 8: atom 1 (Cl): -0.18, atom 2 (Cl): -0.19, atom 3 (O): -0.47, atom 4 (C): -1.25, atom 5 (C): 1.01, atom 6 (C): -0.10, atom 7 (C): -1.14, atom 8 (C): 0.25


Below is a molecular structure, C29H17ClEuF5IN4O6S2, with properties calculated with wB97M-V/def2-TZVPD.

Structure (XYZ):
```
66
Properties=species:S:1:pos:R:3:forces:R:3
Eu -0.04650 0.37059 0.04536 2.3 -0.3 -0.4
I -0.03603 -0.64107 3.19511 0.2 0.0 -0.1
Cl -2.71788 -0.45563 0.11275 -2.7 -1.3 -0.2
S -0.74838 -2.20924 -4.60893 -0.2 0.1 0.1
S 3.58110 1.10712 -0.28636 1.2 -0.1 0.0
F -2.04112 3.00861 -0.58668 0.1 0.1 0.1
F -0.38533 5.65595 -4.06060 0.0 -0.3 0.2
F -2.13376 5.25721 -2.02085 0.1 -0.5 0.0
F 1.42602 3.74004 -4.68993 -0.2 -0.2 0.6
F 1.50677 1.44503 -3.34702 -0.3 0.3 0.0
O -2.33102 0.46411 1.16747 0.0 0.1 -0.2
O 4.82276 0.29741 -0.16201 -0.9 0.5 -0.1
O -2.71927 0.25625 -1.15110 0.2 -0.2 0.5
O -4.00533 -1.04798 0.38262 1.0 0.5 -0.2
O -1.68525 -1.49913 0.03282 -0.3 0.6 0.2
O 4.55960 -6.07194 0.45973 1.6 -0.6 0.6
N 0.12404 -1.09555 -2.44792 0.4 0.1 0.0
N 2.26870 0.49212 -0.12736 -0.4 0.1 0.0
N 3.28170 -6.49612 -1.35158 -0.3 -0.9 -0.7
N 1.20542 -2.30480 0.43531 -1.7 2.1 0.1
C 1.43508 -4.51089 -0.44618 -2.0 1.0 -0.5
C 2.50085 -1.80464 -2.50259 0.0 0.1 0.0
C 0.09319 3.68658 3.84011 0.0 -0.1 -0.2
C -0.47340 2.63861 5.95423 0.0 -0.1 0.0
C -0.28089 2.07386 -1.88713 0.1 0.4 0.1
C -1.16359 3.09496 -1.62441 -0.3 -4.7 2.6
C 2.43932 -2.39595 0.93364 1.9 -1.1 0.3
C 0.41326 4.86019 3.11541 0.0 -0.1 -0.1
C 3.62196 -5.76039 -0.25172 -2.2 2.5 0.6
C 0.08075 2.43214 3.14151 -0.1 -0.1 0.3
C -0.35359 4.50112 -3.35639 -0.1 0.5 -0.1
C 1.20082 -1.79026 -3.01371 0.2 0.0 0.2
C 0.70742 -3.35802 -0.20541 0.0 -1.5 -0.7
C 0.55677 2.34750 -2.93320 0.6 -5.0 2.7
C 3.23516 -3.52033 0.76093 -0.2 2.1 1.1
C 1.87629 -3.25291 -4.84492 0.0 0.1 0.0
C -1.23649 4.28802 -2.31918 0.1 5.1 -2.8
C 0.90817 -2.48817 -4.18903 0.0 0.0 0.1
C 0.65909 3.51651 1.12079 0.0 0.1 -0.1
C -0.91464 -1.20826 -3.18615 -0.3 -0.2 -0.2
C -0.44680 1.37412 5.31836 0.0 0.4 0.1
C 0.56021 3.51989 -3.66958 -0.1 4.5 -3.3
C -0.19740 3.75994 5.22999 0.0 0.0 -0.1
C 0.70913 4.76553 1.78433 0.0 0.0 0.1
C 0.31911 2.32077 1.72574 -0.2 -0.1 0.2
C -0.17411 1.30155 3.98212 0.0 -0.2 -0.1
C 3.45922 -2.55580 -3.15077 0.0 0.0 0.0
C 2.73633 -4.58309 0.02723 2.3 -3.1 -0.8
C 3.15016 -3.28709 -4.30774 -0.1 0.1 0.0
H 4.46990 -2.56482 -2.75989 -0.1 -0.1 0.0
H -0.62669 0.47293 5.88955 0.0 0.0 0.0
H 0.42625 5.81462 3.63621 0.0 -0.1 -0.1
H 2.81506 -1.51536 1.43685 0.1 0.0 0.1
H 2.64241 -6.13166 -2.03515 0.1 0.1 0.0
H -0.30964 -3.25386 -0.56910 0.0 -0.2 0.0
H -0.18594 4.73659 5.70808 0.0 -0.1 0.0
H -1.86160 -0.73865 -2.94466 0.1 -0.1 -0.1
H -0.69627 2.70143 7.01424 0.0 0.0 0.0
H 1.63924 -3.79383 -5.75348 0.0 0.0 0.0
H 0.96786 -5.32583 -0.98804 0.0 0.0 0.1
H 0.89329 3.52816 0.05856 0.0 0.0 0.0
H 3.92307 -3.86720 -4.80029 0.0 0.0 0.0
H 3.90179 -7.24191 -1.61245 0.0 0.0 0.0
H 2.73234 -1.21281 -1.62391 0.0 -0.2 0.0
H 4.24489 -3.55211 1.14739 0.0 0.0 0.1
H 0.96865 5.66147 1.22400 0.0 -0.1 0.0
```
Forces are in eV/Å.

Output
- expectation value of S² = 15.817
- ΔE to the lowest compared entry with this formula, charge and spin (kJ/mol) = 868.28
- LUMO level (spin up / spin down) (eV) = 3.87 / 2.10
- DFT total energy (hartree) = -4549.28096
- total charge = -2
- molar mass (Da) = 990.92
- gap between HOMO and LUMO (spin up / spin down) (Eh) = 0.10855 / 0.20093
- multiplicity = 8

Mulliken population analysis, charges in e, atoms 1 to 8: atom 1 (Eu): 0.42, atom 2 (I): 0.17, atom 3 (Cl): 1.87, atom 4 (S): -0.38, atom 5 (S): 0.12, atom 6 (F): -0.42, atom 7 (F): -0.35, atom 8 (F): -0.33